{"formula": "C29H39F3O24", "method": "the ωB97M-V functional and the def2-TZVPD basis", "smiles": "O=C1OC[C@@H](F)O1.O=C1OC[C@@H](F)O1.O=C1OC[C@@H](F)O1.C[C@H]1COC(=O)O1.C[C@H]1COC(=O)O1.C[C@H]1COC(=O)O1.C[C@H]1COC(=O)O1.C[C@H]1COC(=O)O1", "spin_multiplicity": 1, "homo_energy_ev": -10.7, "orbital_gap_ev": 10.8, "species": ["O", "C", "O", "C", "C", "F", "O", "H", "H", "H", "O", "C", "O", "C", "C", "F", "O", "H", "H", "H", "O", "C", "O", "C", "C", "F", "O", "H", "H", "H", "C", "C", "C", "O", "C", "O", "O", "H", "H", "H", "H", "H", "H", "C", "C", "C", "O", "C", "O", "O", "H", "H", "H", "H", "H", "H", "C", "C", "C", "O", "C", "O", "O", "H", "H", "H", "H", "H", "H", "C", "C", "C", "O", "C", "O", "O", "H", "H", "H", "H", "H", "H", "C", "C", "C", "O", "C", "O", "O", "H", "H", "H", "H", "H", "H"], "xyz": [[0.94746, -1.52750, 2.64105], [0.87137, -0.73312, 3.47575], [-0.24958, -0.56868, 4.20889], [-0.12785, 0.58651, 5.01875], [1.33850, 0.96447, 5.03257], [1.99204, 0.53278, 6.14450], [1.80149, 0.12471, 3.93737], [-0.75320, 1.40056, 4.55177], [-0.35666, 0.32152, 6.06693], [1.65835, 1.99293, 4.82335], [-5.51805, -5.15912, -1.70349], [-4.63979, -4.40573, -1.63511], [-4.67368, -3.07736, -1.92927], [-3.33719, -2.61002, -2.01637], [-2.49713, -3.70344, -1.32925], [-2.14146, -3.44032, -0.03389], [-3.33423, -4.77419, -1.41496], [-2.98754, -2.62238, -3.04918], [-3.29181, -1.61545, -1.52203], [-1.54293, -3.78439, -1.78701], [1.75468, 1.52692, 1.07592], [0.81374, 0.94407, 0.67178], [-0.38753, 0.96503, 1.32515], [-1.23004, -0.18340, 0.85327], [-0.61005, -0.33876, -0.55068], [-1.32440, 0.47480, -1.40945], [0.69211, 0.17736, -0.46764], [-1.17965, -1.03503, 1.49709], [-2.23858, 0.15335, 0.79184], [-0.58101, -1.32116, -0.98243], [-2.35620, 5.14179, -2.02667], [-1.80198, 5.16864, -0.62281], [-1.95546, 6.50430, 0.10806], [-2.15273, 6.09669, 1.47555], [-2.41613, 4.76501, 1.49955], [-2.73852, 4.14501, 2.48392], [-2.36775, 4.21949, 0.25111], [-2.28868, 4.15134, -2.42460], [-1.70549, 5.83488, -2.61177], [-3.39453, 5.40907, -1.89461], [-0.70631, 4.91793, -0.65104], [-2.78809, 7.03173, -0.28239], [-1.17277, 7.17712, 0.09480], [0.87184, -1.32847, -5.25645], [0.90453, -0.13121, -4.28918], [2.14088, 0.09104, -3.43107], [2.43050, 1.49201, -3.65513], [1.53447, 2.06404, -4.55941], [1.59683, 3.22640, -4.84715], [0.81212, 1.07310, -5.10428], [-0.10242, -1.42346, -5.71383], [1.04033, -2.29535, -4.75660], [1.54490, -1.27322, -6.05988], [-0.06409, -0.17842, -3.70263], [3.01781, -0.48584, -3.75533], [1.94116, 0.06281, -2.36941], [5.26486, 1.21471, -1.43759], [6.21393, 0.89888, -0.26527], [5.45805, 0.34818, 0.97959], [6.56622, -0.44515, 1.56937], [7.40403, -0.79978, 0.57646], [8.25648, -1.65017, 0.71741], [7.18434, -0.09804, -0.52618], [4.75846, 2.12370, -1.21702], [4.63600, 0.31159, -1.57849], [5.78645, 1.41268, -2.38285], [6.69002, 1.81397, 0.07570], [4.67612, -0.35136, 0.64743], [5.04877, 1.08436, 1.69399], [3.54674, -5.30669, 0.34776], [2.66009, -4.03417, 0.34356], [3.47157, -2.79962, -0.25589], [2.49345, -2.36466, -1.30750], [1.44925, -3.22031, -1.38547], [0.60292, -3.06277, -2.20634], [1.53546, -4.20578, -0.54148], [3.21973, -6.03394, 1.06025], [4.49519, -5.00202, 0.76222], [3.68522, -5.68997, -0.71713], [2.22385, -3.69140, 1.32035], [4.44965, -3.01693, -0.68332], [3.48972, -1.99710, 0.50370], [-4.70649, 1.63045, 2.67709], [-5.68689, 0.60262, 2.14064], [-5.33546, -0.81871, 2.46159], [-6.57281, -1.40174, 2.85530], [-7.45905, -0.46230, 3.08001], [-8.57369, -0.62577, 3.47487], [-6.96562, 0.75306, 2.85164], [-4.47365, 1.45610, 3.71349], [-4.97158, 2.68635, 2.44286], [-3.76697, 1.44205, 2.09902], [-5.95288, 0.78504, 1.11826], [-4.59955, -0.83473, 3.22675], [-4.89347, -1.37203, 1.58127]], "forces_ev_per_angstrom": [[1.0, -2.2, -2.9], [-0.9, 2.5, 3.6], [-0.3, 0.1, 0.1], [-0.8, 1.1, 0.7], [0.7, -1.4, -1.8], [-0.3, 0.1, 0.1], [1.0, 0.6, -0.3], [0.5, -0.8, 0.9], [-0.6, 0.3, -0.6], [-0.4, -0.3, 0.1], [-1.6, -1.1, 0.3], [1.6, 1.3, -0.9], [-0.1, -0.4, 0.3], [0.4, 0.5, 0.9], [-0.4, 1.5, -0.5], [-0.6, 0.3, 1.0], [0.1, -1.2, 0.5], [-0.3, 0.5, -0.1], [0.2, -0.6, -0.6], [0.6, -0.9, -0.9], [0.7, 0.0, -0.6], [-1.9, -0.3, 0.4], [-0.5, -1.6, 0.0], [1.8, 1.8, -1.0], [-0.5, 0.5, 0.5], [0.0, -0.1, -0.1], [0.2, 0.1, 0.8], [0.6, -0.4, 0.4], [-0.7, 0.4, -0.2], [0.1, -0.5, -0.1], [0.7, 0.6, 1.0], [2.9, 0.3, -0.6], [-1.1, -1.9, 0.4], [-0.1, -0.7, -0.3], [-1.1, -0.6, 0.9], [0.7, 0.8, -1.1], [-0.5, 0.2, 1.0], [0.1, -0.6, -0.4], [-1.0, -0.4, 0.1], [-0.4, 0.4, -0.8], [-0.7, 0.2, -0.1], [-1.3, 0.5, 0.0], [2.0, 1.0, -0.2], [-0.7, -0.5, 1.4], [-1.6, -0.8, -0.7], [0.1, 1.2, -0.4], [-0.7, 0.6, -0.4], [2.2, -0.4, 0.4], [-0.8, -1.1, 0.1], [-0.4, 0.4, 0.3], [-0.4, 0.2, 0.0], [0.0, 0.5, 0.2], [1.3, 0.4, -0.9], [1.3, 0.2, -0.3], [-0.3, 0.0, 0.2], [0.1, -0.8, 0.1], [1.4, -1.7, -0.1], [-1.8, 1.2, 0.5], [1.3, -0.7, -0.6], [-1.4, 0.6, 0.0], [1.5, -1.7, 1.3], [-1.2, 1.2, -0.5], [-0.2, 0.2, -0.9], [-1.0, 0.4, 0.3], [-0.1, 0.8, -0.1], [0.2, -0.2, 0.3], [0.5, 0.1, -0.2], [0.2, 0.2, 0.3], [0.5, -0.4, -0.4], [-0.4, 1.1, -0.8], [1.2, 0.4, 0.3], [-3.0, -0.1, 0.0], [1.3, -0.2, 0.9], [1.5, 1.1, -0.6], [-1.2, 0.1, -0.5], [0.2, -0.8, 0.9], [-0.7, -0.8, -0.1], [0.6, 0.2, -0.2], [-0.2, 0.4, 1.5], [0.6, -0.8, -0.7], [-0.2, 0.0, -0.1], [0.2, -0.4, -0.5], [0.8, 0.0, -1.9], [-1.0, 1.5, 1.3], [0.4, -0.7, -1.9], [1.3, -1.5, -0.4], [-2.0, 1.2, 0.9], [0.1, -0.5, 0.0], [1.0, 0.4, -0.6], [-0.1, 0.2, 0.5], [0.0, -0.9, 0.4], [-0.4, 0.3, 0.5], [0.2, 0.0, -0.8], [0.4, -0.3, 1.1], [-0.7, 0.4, 0.9]]}

{"formula": "C29H39N6O5STi", "method": "the ωB97M-V functional and the def2-TZVPD basis", "de_lowest_ev": 0.686, "spin_multiplicity": 3, "homo_energy_ev": [-2.4, -4.3], "orbital_gap_ev": [4.9, 6.3], "charge": -1, "species": ["Ti", "O", "C", "O", "C", "O", "C", "C", "O", "O", "H", "H", "H", "H", "H", "N", "C", "C", "C", "C", "C", "C", "N", "C", "C", "C", "S", "C", "N", "H", "H", "H", "H", "H", "H", "H", "N", "C", "C", "C", "N", "H", "H", "H", "H", "H", "H", "H", "H", "H", "H", "C", "C", "C", "C", "C", "C", "C", "C", "C", "C", "C", "C", "N", "H", "H", "H", "H", "H", "H", "H", "H", "H", "H", "H", "H", "H", "H", "H", "H", "H"], "xyz": [[-0.45033, 0.64651, -0.36861], [0.72239, -3.37100, 0.95554], [0.61090, -1.95461, 1.16062], [0.75996, -1.28244, 0.00962], [1.74443, -1.68777, 2.17205], [2.10605, -0.33216, 2.34726], [1.35384, 0.40396, 3.28360], [0.08489, 1.08623, 2.74617], [-0.73900, 1.47494, 3.56006], [0.03384, 1.22460, 1.47408], [0.27367, -3.52535, 0.11540], [1.50242, -2.14982, 3.14006], [2.62332, -2.18524, 1.76176], [1.06615, -0.21698, 4.13920], [2.00275, 1.19826, 3.66200], [-3.85592, -1.53409, -1.91379], [-3.83211, -0.62302, -2.96526], [-4.64435, -0.47782, -4.06996], [-4.34689, 0.55883, -4.95964], [-3.26814, 1.40477, -4.73237], [-2.44720, 1.25870, -3.61485], [-2.73591, 0.23450, -2.71967], [-2.11252, -0.13295, -1.55044], [-2.84012, -1.16126, -1.03911], [-2.47874, -1.63626, 0.21318], [-2.81756, -2.86492, 0.90531], [-1.84954, -3.04793, 2.29332], [-0.82719, -1.60560, 1.81225], [-1.56090, -0.87790, 0.82886], [-4.67543, -2.03683, -1.62598], [-5.48701, -1.13715, -4.24052], [-4.97077, 0.70749, -5.83197], [-3.06864, 2.20843, -5.43083], [-1.63320, 1.94016, -3.40799], [-3.51456, -3.61587, 0.57213], [-0.70506, -1.02408, 2.72333], [1.88053, 1.14211, -0.45723], [2.87959, 1.34060, -1.50216], [2.86497, 0.19002, -2.49437], [1.58678, 0.10759, -3.31119], [0.42328, -0.24216, -2.49431], [1.98357, 1.80992, 0.29644], [1.99917, 0.21955, -0.02922], [3.88350, 1.42634, -1.06849], [2.67673, 2.27638, -2.02820], [3.02574, -0.75364, -1.96158], [3.70421, 0.31115, -3.18531], [1.72851, -0.61518, -4.12430], [1.39553, 1.07682, -3.77871], [0.56970, -1.13354, -2.02008], [-0.39738, -0.33350, -3.07969], [1.19079, 4.57898, -0.73051], [0.16435, 4.73480, -1.85527], [0.45781, 3.80473, -3.03014], [-1.24062, 4.60081, -1.30410], [-2.03448, 5.73974, -1.27138], [-3.30316, 5.72954, -0.71462], [-3.77588, 4.55200, -0.16222], [-3.02378, 3.38341, -0.16818], [-3.61117, 2.14377, 0.47438], [-4.88241, 1.68941, -0.24530], [-3.86173, 2.34185, 1.96882], [-1.73474, 3.38489, -0.76281], [-1.00395, 2.22265, -0.81460], [2.21354, 4.61698, -1.11917], [1.03768, 3.62773, -0.22289], [1.07448, 5.37599, 0.00636], [0.24353, 5.76030, -2.23302], [0.41017, 2.76568, -2.70976], [1.45450, 4.00523, -3.43691], [-0.27004, 3.95149, -3.83243], [-1.63662, 6.65915, -1.69044], [-3.90763, 6.62865, -0.70220], [-4.76045, 4.53401, 0.29345], [-2.87830, 1.34532, 0.38076], [-5.69062, 2.41594, -0.11632], [-5.22647, 0.73365, 0.16114], [-4.71229, 1.56971, -1.31673], [-4.29253, 1.43369, 2.39994], [-4.56057, 3.16382, 2.15188], [-2.92944, 2.54535, 2.49636]], "forces_ev_per_angstrom": [[0.6, 0.5, -1.1], [0.0, 0.0, 0.0], [0.1, -0.1, 0.0], [-0.1, 0.1, 0.1], [0.0, 0.0, 0.0], [0.0, 0.0, 0.0], [0.0, 0.0, 0.0], [0.1, 0.0, -0.1], [0.0, 0.0, 0.0], [0.0, 0.0, 0.3], [0.0, 0.0, 0.0], [0.0, 0.0, 0.0], [0.0, 0.0, 0.0], [0.0, 0.0, 0.0], [0.0, 0.0, 0.0], [0.0, -0.1, -0.1], [0.0, 0.0, 0.0], [0.0, 0.0, 0.0], [0.0, 0.0, 0.0], [0.0, 0.0, 0.0], [0.0, 0.0, 0.0], [0.0, 0.0, 0.0], [-0.2, -0.1, -0.1], [0.0, 0.1, 0.1], [-0.1, -0.2, 0.0], [0.0, 0.1, -0.1], [0.0, -0.1, 0.1], [0.0, 0.1, -0.1], [-0.1, -0.1, 0.1], [0.0, 0.0, 0.0], [0.0, 0.0, 0.0], [0.0, 0.0, 0.0], [0.0, 0.0, 0.0], [0.0, 0.0, 0.0], [0.0, 0.0, 0.0], [0.0, 0.0, 0.0], [-0.2, -0.2, 0.2], [-0.1, 0.0, 0.0], [0.0, 0.0, 0.0], [0.0, 0.0, 0.0], [0.0, 0.0, 0.2], [0.0, 0.1, 0.0], [0.1, 0.0, 0.1], [0.0, 0.0, 0.0], [0.0, 0.0, 0.0], [0.0, 0.0, 0.0], [0.0, 0.0, 0.0], [0.0, 0.0, 0.0], [0.0, 0.0, 0.0], [0.0, 0.0, 0.0], [0.0, 0.0, 0.0], [0.1, 0.0, 0.0], [0.0, 0.0, 0.0], [0.0, 0.0, 0.0], [-0.1, 0.0, 0.0], [0.0, 0.0, 0.0], [0.0, 0.0, 0.0], [0.0, -0.1, 0.0], [0.0, 0.1, 0.0], [0.0, 0.0, 0.0], [0.0, 0.0, 0.0], [0.0, 0.0, 0.0], [0.0, -0.2, -0.2], [0.0, -0.2, 0.4], [0.0, 0.0, 0.0], [0.0, 0.0, 0.0], [0.0, 0.0, 0.0], [0.0, 0.0, 0.0], [0.0, 0.0, 0.0], [0.0, 0.0, 0.0], [0.0, 0.0, 0.0], [0.0, 0.0, 0.0], [0.0, 0.0, 0.0], [0.0, 0.0, 0.0], [0.0, 0.0, 0.0], [0.0, 0.0, 0.0], [0.0, 0.0, 0.0], [0.0, 0.0, 0.0], [0.0, 0.0, 0.0], [0.0, 0.0, 0.0], [0.0, 0.0, 0.0]]}

{"formula": "C29H40BBrO15P", "method": "the ωB97M-V functional and the def2-TZVPD basis", "spin_multiplicity": 1, "homo_energy_ev": -7.5, "orbital_gap_ev": 7.1, "charge": -1, "species": ["C", "O", "C", "C", "C", "C", "C", "C", "C", "C", "C", "C", "C", "C", "C", "C", "C", "C", "O", "Br", "C", "O", "C", "C", "C", "C", "O", "C", "C", "P", "O", "O", "C", "O", "H", "H", "H", "H", "H", "H", "H", "H", "H", "H", "H", "H", "H", "H", "H", "H", "H", "H", "H", "H", "H", "H", "H", "H", "H", "H", "H", "H", "H", "H", "H", "H", "H", "H", "H", "H", "H", "H", "H", "H", "B", "O", "C", "O", "C", "O", "O", "O", "C", "O", "C", "O", "O"], "xyz": [[-3.04999, 5.11589, 3.46859], [-3.62877, 4.07072, 2.60721], [-3.18740, 4.21273, 1.20154], [-4.13580, 3.39586, 0.13065], [-4.81152, 2.01959, 0.74084], [-4.72804, 0.72528, -0.27481], [-3.59149, -0.28774, 0.33257], [-4.21819, -1.44871, 1.36065], [-2.91567, -2.35474, 1.82857], [-3.26795, -3.54241, 2.90164], [-1.80480, -4.00794, 3.56246], [-0.75060, -4.60398, 2.45793], [0.83280, -4.34614, 2.79491], [1.21399, -2.80915, 3.21919], [2.32093, -2.08277, 2.22656], [1.93818, -1.45474, 0.89845], [0.38587, -1.48452, 0.30812], [0.23344, -2.74817, -0.73625], [1.21423, -3.65694, -0.84946], [-1.40372, -3.04868, -1.90379], [3.06322, -0.70380, -0.02781], [2.61152, 0.28807, -0.83904], [4.65549, -1.13295, 0.09502], [5.60388, -0.82419, -1.20923], [4.89913, -1.42734, -2.58571], [4.74235, -0.32688, -3.79169], [3.52428, 0.49617, -3.73142], [2.30838, -0.27784, -4.02782], [5.09085, -1.73296, 1.38579], [6.95272, -2.22504, 1.65807], [7.53203, -3.21324, 0.34276], [7.00588, -3.28761, 3.08068], [3.95036, -1.96992, 2.58592], [4.33462, -2.05039, 3.88919], [-2.75616, 4.59594, 4.50196], [-2.08563, 5.62312, 3.03721], [-3.87261, 5.94623, 3.70842], [-2.02956, 3.96737, 1.06122], [-3.28373, 5.37308, 0.94704], [-5.02679, 4.13141, -0.14336], [-3.50799, 3.22034, -0.85474], [-5.96370, 2.25409, 0.88516], [-4.27573, 1.69663, 1.73718], [-4.28468, 1.14336, -1.30130], [-5.75847, 0.22864, -0.52119], [-2.74627, 0.25279, 0.96794], [-3.00991, -0.84550, -0.54079], [-4.88332, -2.14224, 0.65339], [-4.81875, -0.98972, 2.25381], [-2.18384, -1.58996, 2.37965], [-2.41553, -2.74491, 0.84454], [-3.83947, -4.46295, 2.46037], [-3.94877, -3.07476, 3.75871], [-2.05249, -4.90595, 4.30758], [-1.35596, -3.15436, 4.25386], [-0.93231, -4.25855, 1.35485], [-0.90382, -5.78762, 2.45631], [1.24257, -5.14895, 3.57697], [1.42918, -4.56880, 1.78598], [0.30388, -2.08184, 3.33276], [1.74030, -2.88172, 4.28846], [0.10452, -0.48577, -0.26380], [-0.31345, -1.53509, 1.24514], [6.72392, -1.17929, -1.08153], [5.62080, 0.35070, -1.34180], [3.90240, -2.02760, -2.34462], [5.66383, -2.25076, -2.98666], [4.82304, -0.78147, -4.88183], [5.65998, 0.42975, -3.69792], [1.83738, 0.19751, -5.00839], [2.46396, -1.43450, -4.11355], [1.48350, -0.11875, -3.18380], [6.85508, -3.25716, -0.41173], [6.57459, -4.16274, 2.78531], [-1.00855, 4.86061, -3.77036], [-0.03653, 5.63926, -2.99632], [-0.72904, 6.57502, -2.33198], [-0.22395, 7.39902, -1.58686], [-2.13136, 6.45200, -2.63309], [-3.02568, 7.15319, -2.18848], [-2.32645, 5.43817, -3.48813], [-0.70554, 4.92025, -5.20390], [-0.50579, 3.65907, -5.61164], [-0.23027, 3.34682, -6.75875], [-0.66461, 2.75538, -4.50239], [-0.54747, 1.54126, -4.54254], [-0.96493, 3.44442, -3.39263]], "forces_ev_per_angstrom": [[-0.1, 0.1, 1.1], [1.4, 1.1, -0.8], [0.2, 1.4, -0.9], [-0.3, 0.6, 0.5], [-0.6, -0.2, -0.5], [1.8, 1.0, -0.4], [-0.1, -1.0, 0.3], [1.2, -0.5, -1.7], [-1.1, 0.8, 0.5], [1.1, 0.8, 0.4], [-0.9, -1.0, 0.6], [0.3, -0.8, 0.2], [0.5, -0.5, -1.1], [1.6, 0.4, 1.0], [-0.3, 1.7, -4.1], [1.2, -1.6, 2.6], [0.7, 0.6, 0.1], [5.7, -4.5, 0.3], [-6.5, 6.0, 0.7], [1.6, 0.6, 1.3], [-2.3, 3.8, -2.5], [3.2, -6.4, 5.0], [0.3, -1.0, 2.6], [-1.1, 0.9, 0.1], [0.9, -1.2, -0.4], [0.4, 0.7, -0.1], [0.7, -2.4, 0.0], [-1.6, 0.5, -0.2], [-3.1, 0.2, -2.9], [1.0, -0.4, 1.5], [-3.0, 0.8, 0.1], [-1.5, -0.6, -3.9], [1.0, -0.1, 5.2], [-2.4, 0.4, -8.3], [-0.7, 1.1, -2.3], [-1.9, -1.0, 0.6], [1.8, -1.7, -0.7], [-2.4, 0.2, 0.5], [0.2, -2.4, 0.3], [1.9, -1.6, 0.5], [-1.2, 0.2, 2.1], [2.5, -0.5, 0.2], [-1.4, 0.9, -1.8], [-1.1, -1.0, 2.1], [2.0, 0.8, 0.8], [-1.9, -0.6, -1.5], [-1.4, 1.0, 1.8], [1.1, 1.5, 1.8], [1.1, -0.9, -1.7], [-1.4, -1.7, -1.1], [-0.9, 0.7, 2.0], [1.2, 1.8, 0.6], [1.5, -1.0, -1.8], [0.6, 1.9, -1.5], [-0.9, -1.6, -1.7], [0.1, -0.4, 2.2], [0.3, 2.6, -0.2], [-1.0, 2.0, -1.5], [-1.3, 0.4, 2.1], [1.7, -1.5, -0.4], [-1.1, 0.5, -2.4], [0.8, -2.1, 1.1], [1.1, -0.4, -2.1], [-2.5, 0.7, -0.1], [-0.1, -2.3, 0.4], [2.0, 1.5, -0.5], [-1.7, 1.7, 0.7], [-0.2, 0.4, 2.3], [-2.0, -1.5, -0.1], [1.0, -1.3, 2.0], [0.0, 2.2, -0.1], [2.0, -0.2, -1.6], [1.3, -0.1, 1.6], [0.8, 1.7, 0.9], [0.1, 0.1, 0.0], [-0.7, 0.6, 0.4], [4.4, 1.0, 1.5], [-0.8, -1.0, -0.9], [-4.6, 0.3, -0.5], [1.2, -0.9, -0.5], [0.3, 0.7, 0.7], [0.1, -1.1, -0.1], [0.7, 2.3, -4.1], [-0.4, 0.2, 1.6], [-0.3, -3.4, 3.1], [-0.1, 1.5, -0.1], [0.2, -0.5, -1.0]]}

Number 1: F_max 4.5 eV Å⁻¹. Number 2: F_max 1.4 eV Å⁻¹. Number 3: F_max 8.9 eV Å⁻¹.